Record 1
C52H54CaClF3I2N4 as an isolated structure, computed with wB97M-V/def2-TZVPD.

## Properties
relative energy (zero: lowest compared OMol25 entry of this formula, charge and spin)	43.4	kcal/mol
total energy	-4265.8615	a.u.
Kohn-Sham gap	4.388	eV
HOMO level	-0.8	eV
net charge	-2
M	1121.37	g mol⁻¹

```
117
Properties=species:S:1:pos:R:3:forces:R:3:lowdin_charge:R:1
Ca -1.53327 -0.41591 -1.06474 0.1 -0.4 0.0 1.097
C -3.22256 5.15281 -0.71088 0.8 -0.2 1.0 -0.085
C -3.97849 4.48194 0.44848 0.5 1.4 0.6 -0.205
C -3.91675 3.00617 0.37940 -2.1 -0.2 0.0 -0.143
C -4.99861 2.18110 0.21063 0.0 0.5 -0.2 -0.116
C -6.45372 2.52304 0.08687 0.7 -0.7 -0.2 -0.225
C -7.24954 2.26777 1.31880 -0.2 0.5 2.7 -0.127
C -4.48212 0.83558 0.02456 2.7 1.8 0.4 -0.261
N -3.13023 0.87917 0.09130 0.1 -0.4 0.0 -0.006
C -2.75931 2.16458 0.38337 1.0 0.9 0.2 -0.275
C -1.52271 2.63970 0.74959 -0.8 -1.3 -0.6 0.047
C -0.32820 1.88564 0.91215 -0.5 -0.2 -0.9 -0.314
C 0.73461 2.34473 1.64477 1.6 0.0 0.6 -0.204
C 0.81339 3.62419 2.43791 -0.6 -0.1 0.2 -0.183
C 0.13889 3.30885 3.80788 0.7 1.3 -1.0 -0.079
C 1.64265 1.25849 1.71604 0.4 0.0 -0.4 -0.167
C 1.07062 0.19945 0.95972 -0.5 1.3 0.1 -0.230
C 1.73674 -1.13621 0.71217 0.3 0.0 -0.9 -0.145
C 0.88399 -2.40715 0.49271 3.8 1.7 1.2 -0.287
N -0.24998 -2.36597 -0.11011 -2.4 1.0 -0.8 0.033
C -0.71379 -3.63299 -0.11550 -1.0 -0.6 -1.0 -0.262
C -2.03171 -3.93981 -0.65884 1.9 -2.1 0.3 0.044
C -3.15285 -3.21421 -0.67004 -0.7 -1.8 -0.8 -0.330
N -3.26847 -1.91179 -0.46956 0.2 3.2 0.9 -0.013
C -4.55829 -1.56396 -0.37531 0.2 -2.5 -0.3 -0.231
C -5.12159 -0.33069 -0.19040 -3.3 -1.1 0.0 -0.030
C -5.37050 -2.81130 -0.58830 1.0 0.6 0.4 -0.112
C -4.46687 -3.81070 -0.83264 -1.5 1.0 -0.3 -0.138
C -4.80974 -5.15284 -1.37670 -1.3 0.7 1.0 -0.199
C -4.53791 -6.25063 -0.36750 1.6 -0.6 -0.4 -0.098
C -6.84061 -2.82373 -0.74608 -1.9 0.7 0.3 -0.214
C -7.85216 -3.15363 0.42089 0.4 0.4 -0.1 -0.094
C 0.22463 -4.51591 0.44624 0.0 1.4 -0.4 -0.189
C 1.33727 -3.68821 0.80446 -1.6 -0.8 0.1 -0.170
C 2.55035 -4.09112 1.56789 -0.3 0.8 -0.5 -0.227
C 2.35243 -3.87017 3.07084 1.3 1.3 0.1 -0.100
C 0.12840 -5.97451 0.59667 -1.5 -0.8 -0.8 -0.203
C 0.53718 -6.69484 -0.73918 -1.0 2.0 1.5 -0.076
N -0.10229 0.61485 0.42468 0.1 -0.1 0.8 -0.017
C 3.07398 1.31567 2.19971 -0.2 0.7 -0.5 -0.233
C 3.33582 0.57023 3.46791 -0.6 -1.0 1.5 -0.118
H -3.10373 6.23176 -0.61377 -0.4 0.1 0.2 0.062
H -3.82053 4.92482 -1.54243 -0.2 -0.2 -1.8 0.055
H -2.18359 4.76364 -0.78086 -0.9 -0.1 -0.3 0.081
H -5.00742 4.88727 0.55056 0.4 -0.5 -0.4 0.106
H -3.50131 4.89161 1.32916 0.3 -0.3 0.8 0.095
H -6.86617 1.90175 -0.71561 -0.1 0.2 -0.1 0.113
H -6.57950 3.55125 -0.15921 0.0 0.9 -0.5 0.084
H -7.30385 1.19588 1.57965 -0.2 0.5 -0.1 0.073
H -8.21683 2.76741 1.29923 -0.6 -0.6 -0.5 0.053
H -6.86332 2.81537 2.24112 0.3 -0.8 -1.1 0.092
H -1.45488 3.67623 1.00879 -0.1 0.4 0.1 0.090
H 0.27114 4.47226 1.93885 0.4 -0.7 0.4 0.105
H 1.84672 3.96096 2.56793 0.0 -0.1 0.0 0.086
H -0.87770 3.11609 3.59147 -1.2 -0.4 0.0 0.056
H 0.18977 4.12279 4.50846 0.1 0.6 0.4 0.052
H 0.56827 2.45011 4.25533 0.5 -0.9 0.3 0.052
H 2.36363 -1.25216 1.62328 -0.1 -0.3 -0.8 0.112
H -2.11077 -4.98799 -1.01110 -0.2 0.6 0.5 0.099
H -6.23340 -0.37623 -0.13406 0.9 0.4 -0.1 0.098
H -4.26553 -5.23870 -2.28828 0.5 -0.6 -0.8 0.104
H -5.89933 -5.09619 -1.63167 0.8 -0.4 0.1 0.106
H -3.48769 -6.14619 -0.00726 -0.7 -0.3 -0.3 0.063
H -4.64836 -7.25562 -0.80060 -0.1 0.2 0.2 0.067
H -5.12991 -6.15272 0.51627 -0.7 0.1 0.5 0.060
H -7.02709 -3.51219 -1.52873 -0.5 -0.9 -0.9 0.068
H -7.25347 -1.87071 -1.16015 0.8 -0.4 0.3 0.108
H -7.90107 -4.22205 0.67381 0.3 0.3 0.1 0.052
H -8.89544 -2.86696 0.13706 0.8 -0.1 0.1 0.063
H -7.55675 -2.55932 1.30601 -0.3 -0.4 -0.2 0.068
H 3.37909 -3.46876 1.18035 0.0 -0.2 0.5 0.105
H 2.81489 -5.10037 1.29339 0.1 -0.6 0.2 0.091
H 2.12239 -2.76391 3.16983 0.4 -1.2 0.3 0.069
H 3.33887 -4.10645 3.57441 -1.2 0.3 0.0 0.073
H 1.50559 -4.38189 3.53649 0.2 -0.3 -0.3 0.067
H -0.93265 -6.34897 0.82439 1.3 0.7 0.0 0.116
H 0.72029 -6.18392 1.46503 0.6 -0.9 0.3 0.079
H -0.31860 -6.57376 -1.37785 -0.5 -0.6 -0.4 0.054
H 0.82813 -7.67870 -0.53916 0.5 -1.7 -0.2 0.036
H 1.25602 -6.07984 -1.21926 1.3 0.2 -0.3 0.060
H 3.37269 2.39885 2.32095 -0.1 -1.0 -0.2 0.116
H 3.68988 0.85169 1.41981 0.2 0.3 -0.1 0.089
H 2.73213 0.98924 4.28819 0.3 0.2 -0.1 0.067
H 4.39769 0.55230 3.77830 -0.4 -0.1 -0.2 0.070
H 2.92786 -0.47106 3.42308 0.7 0.6 -0.2 0.064
I 1.65412 2.62829 -2.37602 0.0 -0.3 0.0 0.778
I -1.35745 1.02530 -4.02333 -0.1 -0.2 0.2 -0.465
F 9.61272 0.55755 -3.22725 0.2 -0.2 0.5 0.132
C 8.46787 0.72577 -3.88706 -0.3 0.2 -0.4 -0.558
F 8.61521 0.02337 -5.06008 -0.2 0.7 0.5 0.100
F 8.43389 2.05989 -4.19891 -0.1 -0.7 -0.3 0.104
C 7.22640 0.30125 -3.14659 0.3 0.3 0.2 -0.132
C 5.99055 0.38089 -3.82666 1.7 0.4 -1.1 -0.023
C 4.92324 -0.11634 -3.17174 -1.6 0.2 1.7 -0.030
C 4.91283 -0.46527 -1.77718 0.0 0.5 -1.4 -0.232
C 6.12545 -0.46152 -1.13454 1.2 -0.9 1.1 -0.031
C 7.29046 -0.12862 -1.81077 -0.8 0.5 -1.9 -0.011
C 3.71284 -0.67792 -1.05072 -0.1 -0.6 -0.6 0.007
C 2.70529 -0.93421 -0.44011 -0.1 -0.1 1.7 0.107
H 5.89576 0.85013 -4.86875 0.2 -1.0 1.7 0.157
H 3.97827 -0.07586 -3.64185 -1.0 0.0 -0.5 0.107
H 6.24607 -0.84549 -0.10317 -0.4 0.6 -0.6 0.131
H 8.23404 -0.15268 -1.34140 0.9 -0.1 0.6 0.097
Cl 5.87586 8.16211 -1.14066 0.0 0.2 0.2 0.621
C 5.16371 6.58101 -1.08057 -1.5 -0.6 0.1 -0.679
C 5.82532 5.53000 -1.66501 0.0 -0.5 1.3 -0.135
C 5.32849 4.23633 -1.56790 -0.7 -0.6 -1.0 -0.033
C 4.01598 3.99131 -1.12062 1.3 0.6 0.3 -0.322
C 3.47054 2.61053 -1.19444 -1.0 1.0 -0.6 -0.534
C 3.32510 5.09604 -0.56168 0.7 -0.4 -0.8 -0.060
C 3.87259 6.35815 -0.52394 1.7 0.4 -0.5 -0.090
H 6.82881 5.63088 -1.96351 1.0 0.4 -0.7 0.084
H 5.94846 3.42702 -2.02457 -0.7 0.6 0.6 0.123
H 3.12300 2.25131 -0.25583 -0.2 -0.4 0.7 0.010
H 4.09249 1.90995 -1.71252 0.5 -0.1 0.0 0.001
H 2.31086 5.00630 -0.26992 -0.8 -0.4 0.5 0.088
H 3.35640 7.19024 -0.08371 -0.3 0.2 0.1 0.095
```
Forces are in eV/Å.

***

Record 2
One molecule with the formula C8H8Si, computed with wB97M-V/def2-TZVPD.

## Properties
relative energy (zero: lowest compared OMol25 entry of this formula, charge and spin)	92.0	kcal/mol
total energy	-598.8811	a.u.
Kohn-Sham gap (alpha / beta)	6.236 / 6.407	eV
HOMO level (alpha / beta)	-7.5 / -7.7	eV
net charge	0
M	132.24	g mol⁻¹

```
17
Properties=species:S:1:pos:R:3:forces:R:3:nbo_charge:R:1
C 0.11647 -1.98030 0.25211 -0.7 0.5 1.3 -0.317
C 0.09188 -0.73855 -0.23685 0.9 2.6 -2.1 -0.066
C 0.96717 -0.67298 -1.48054 0.2 -2.3 0.1 -0.153
C 1.35267 0.34585 -2.26111 0.8 -1.4 -0.1 -0.249
C 0.89562 1.61072 -1.87136 -0.1 -0.1 0.3 -0.197
C 0.11099 1.75939 -0.81507 0.1 -1.2 -0.1 -0.195
C -0.38844 0.68489 0.08267 -0.2 1.6 0.2 -0.117
C -1.20921 1.28879 0.99238 0.3 -3.2 2.7 -0.488
Si -2.08410 1.19507 2.53993 0.1 -0.4 -2.3 0.852
H -0.20941 -2.33625 1.21383 -0.5 0.2 0.1 0.206
H 0.59546 -2.69315 -0.37730 0.3 -0.6 0.0 0.193
H 1.35225 -1.70411 -1.59799 0.1 0.9 -0.8 0.187
H 2.07134 0.29350 -3.11341 -0.8 -0.5 0.9 0.223
H 1.25095 2.42600 -2.40910 0.2 1.6 -0.9 0.204
H -0.26685 2.72547 -0.69504 -0.6 1.3 0.9 0.213
H -3.37076 1.56614 2.12202 -1.6 0.7 -0.1 -0.191
H -2.39491 0.48545 3.83149 1.4 0.3 -0.1 -0.106
```
Forces are in eV/Å.

***

Record 3
One molecule with the formula C7H8N2O2S, computed with wB97M-V/def2-TZVPD.

## Properties
relative energy (zero: lowest compared OMol25 entry of this formula, charge and spin)	77.2	kcal/mol
total energy	-929.6268	a.u.
Kohn-Sham gap	9.327	eV
HOMO level	-8.7	eV
net charge	0
M	184.22	g mol⁻¹

```
20
Properties=species:S:1:pos:R:3:forces:R:3:nbo_charge:R:1
C 3.14530 1.01250 -0.39300 0.7 -2.1 2.2 -0.620
C 1.78757 0.41876 -0.10496 2.2 -1.7 -1.9 -0.015
C 1.74067 -1.00881 -0.16496 -1.0 1.8 0.4 -0.201
C 0.46746 -1.57143 0.01765 2.5 -1.4 -1.1 -0.207
C -0.61613 -0.80810 0.16764 -0.3 2.3 0.7 0.052
C -0.49935 0.57692 0.14262 -0.5 -0.1 -0.6 0.274
C 0.69093 1.22128 -0.08617 -1.4 1.6 1.4 -0.252
O -1.74796 1.20787 0.27952 0.4 0.5 0.2 -0.649
S -2.92498 0.15849 0.15361 -2.2 -3.1 -0.7 2.249
N -3.92038 0.30352 1.33269 5.3 0.2 -1.0 -1.067
O -3.32531 -0.09084 -1.26720 0.6 1.3 3.1 -0.902
N -1.87861 -1.19175 0.53842 -3.0 -1.4 -1.4 -0.778
H 3.38951 1.11125 -1.43428 0.1 0.0 -0.4 0.223
H 3.26156 1.92867 0.14010 0.2 0.9 0.1 0.214
H 3.82100 0.24465 0.13446 -0.3 1.4 -1.1 0.209
H 2.70358 -1.52379 -0.36400 -1.1 0.0 0.3 0.228
H 0.26420 -2.60318 -0.13041 0.3 -1.0 0.3 0.213
H 0.76103 2.33710 -0.00582 -0.1 -1.2 -0.4 0.238
H -4.82251 0.31951 1.04719 -3.5 0.2 -1.3 0.379
H -2.29760 -2.04262 -0.00311 1.0 2.0 1.3 0.414
```
Forces are in eV/Å.